{"formula": "C29H64ClN15O24PS", "method": "ωB97M-V/def2-TZVPD", "species": ["C", "C", "C", "O", "C", "P", "C", "O", "C", "C", "C", "S", "C", "N", "N", "C", "O", "N", "C", "C", "C", "O", "C", "N", "Cl", "C", "C", "C", "N", "C", "C", "H", "H", "H", "H", "H", "H", "H", "H", "H", "H", "H", "H", "H", "H", "H", "H", "H", "H", "H", "H", "H", "H", "H", "H", "H", "H", "H", "H", "H", "H", "H", "H", "H", "H", "C", "N", "O", "O", "H", "H", "H", "C", "N", "O", "O", "H", "H", "H", "C", "N", "O", "O", "H", "H", "H", "C", "N", "O", "O", "H", "H", "H", "C", "N", "O", "O", "H", "H", "H", "C", "N", "O", "O", "H", "H", "H", "C", "N", "O", "O", "H", "H", "H", "C", "N", "O", "O", "H", "H", "H", "C", "N", "O", "O", "H", "H", "H", "C", "N", "O", "O", "H", "H", "H"], "positions_angstrom": [[1.797689, -4.802602, 0.639888], [1.889365, -3.475224, 1.526929], [1.964862, -2.117080, 0.644911], [0.610704, -1.719734, 0.346895], [0.520633, -0.657625, -0.608455], [0.992035, -1.013562, -2.457791], [1.429081, -2.856469, -2.677287], [2.425858, -0.194444, -2.907899], [-1.104992, -0.539265, -0.806319], [-2.036271, -0.531614, 0.485511], [-2.772261, 0.887603, 0.772930], [-4.193609, 1.192894, -0.378342], [-4.144458, 2.847991, -1.130125], [-3.215116, 3.495521, -1.979358], [-3.518467, 4.741025, -2.395086], [-4.788749, 4.994437, -1.776972], [-5.158531, 3.871968, -1.025642], [-1.512415, -1.482046, -1.874265], [-1.700859, -2.885647, -1.432670], [-2.704198, -1.075905, -2.627775], [-4.178628, -1.645145, -2.263171], [-2.687804, -0.322781, -3.641114], [-0.985705, 0.969607, -1.421138], [0.117985, 1.634216, -1.018202], [0.118076, 3.235488, -1.623627], [1.003838, 0.832963, -0.153008], [2.583350, 1.059463, -0.060290], [3.200607, 2.255658, -0.918630], [0.617196, 0.835275, 1.314120], [0.560933, 2.202460, 1.881511], [0.401464, 2.009632, 3.494974], [0.918326, -4.801464, -0.101394], [2.781764, -4.995957, 0.076649], [1.617818, -5.714524, 1.314711], [2.853891, -3.568634, 2.147528], [0.965812, -3.441632, 2.229836], [2.545474, -1.377872, 1.303148], [2.623386, -2.337740, -0.255469], [0.583098, -3.280191, -3.337458], [2.401651, -2.968554, -3.258469], [1.387433, -3.442786, -1.706266], [2.226814, 0.625417, -3.407420], [-2.892639, -1.292895, 0.471359], [-1.462140, -0.754090, 1.458944], [-2.050501, 1.753499, 0.908403], [-3.251762, 0.736011, 1.812751], [-5.322918, 5.973262, -1.965869], [-0.745380, -3.396612, -1.053067], [-2.014139, -3.487426, -2.364316], [-2.499643, -3.075090, -0.648889], [-4.978719, -1.043463, -2.793477], [-4.322313, -1.564842, -1.129458], [-4.252572, -2.762885, -2.524630], [-1.734011, 1.479229, -2.107221], [3.098817, 0.100148, -0.441513], [2.981126, 1.186933, 1.012142], [4.342146, 2.160603, -1.022888], [2.750043, 2.237511, -1.977077], [3.000244, 3.262673, -0.428543], [1.239542, 0.231379, 1.860590], [1.495556, 2.838642, 1.733832], [-0.348710, 2.817810, 1.557021], [1.362219, 2.284629, 4.037982], [0.240373, 0.882546, 3.690863], [-0.527382, 2.522560, 3.908357], [-1.064517, -3.399064, 5.622432], [-0.124042, -2.759012, 4.666059], [0.901923, -3.359618, 4.400716], [-0.450635, -1.672358, 4.213790], [-0.647036, -4.352466, 5.939308], [-1.178217, -2.726146, 6.471178], [-2.011240, -3.545313, 5.104050], [6.417280, -1.229442, -0.380191], [5.290236, -2.055472, 0.127012], [4.943159, -1.883444, 1.285281], [4.791632, -2.849055, -0.654884], [6.759482, -0.573732, 0.417137], [7.210690, -1.909386, -0.687307], [6.045114, -0.649124, -1.224058], [1.262114, -9.459184, 0.091177], [0.312824, -8.637239, 0.885762], [-0.301981, -9.195957, 1.777280], [0.219001, -7.458798, 0.586218], [1.241510, -10.479913, 0.467123], [0.937247, -9.423480, -0.947754], [2.253216, -9.023691, 0.211134], [0.816083, -9.485949, 4.969556], [2.289089, -9.585545, 4.800297], [2.704357, -9.987537, 3.725584], [2.975750, -9.256745, 5.750604], [0.334784, -9.808718, 4.048761], [0.535424, -10.133360, 5.799169], [0.580156, -8.444468, 5.183352], [-6.303684, 7.076479, -4.968023], [-7.237630, 7.915149, -4.173306], [-7.862372, 7.364961, -3.279620], [-7.310103, 9.091390, -4.472488], [-6.342779, 6.056060, -4.591564], [-6.626634, 7.116556, -6.007197], [-5.304692, 7.494171, -4.848415], [-4.824204, 3.777991, 2.448214], [-4.874698, 3.863114, 3.930602], [-3.833834, 3.673450, 4.538139], [-5.954864, 4.116460, 4.429466], [-3.804600, 3.547189, 2.144617], [-5.506812, 2.986283, 2.141445], [-5.134865, 4.743837, 2.052178], [5.187891, 6.489226, -1.706881], [5.623533, 5.171348, -1.174778], [5.101491, 4.780810, -0.142350], [6.472858, 4.575057, -1.810622], [4.432247, 6.903154, -1.042408], [6.064447, 7.134350, -1.743955], [4.777432, 6.322373, -2.701964], [-8.373757, 1.533158, -1.602374], [-7.960671, 0.208633, -1.069216], [-8.490342, -0.171517, -0.041993], [-7.116086, -0.403316, -1.704394], [-9.124823, 1.958792, -0.940092], [-7.486702, 2.164789, -1.636749], [-8.783875, 1.372682, -2.598555], [-0.210167, 5.363957, -4.353301], [0.636052, 6.172686, -5.268519], [0.506095, 5.983894, -6.463967], [1.400852, 6.968452, -4.750353], [-0.837869, 4.702342, -4.947055], [0.457558, 4.789412, -3.711997], [-0.820071, 6.054796, -3.772271], [9.519971, 0.846772, 2.950035], [9.270184, 1.165890, 1.520110], [8.424979, 0.504260, 0.934840], [9.927476, 2.065167, 1.035328], [8.866396, 0.028743, 3.246131], [10.565951, 0.558700, 3.044223], [9.303004, 1.743267, 3.529100]], "atomic_forces_ev_per_a": [[0.0, -0.3, 0.2], [-0.2, -0.3, -0.5], [1.3, -1.8, 1.9], [1.6, 1.3, -0.8], [-1.2, -1.1, 0.2], [0.3, 0.7, -1.8], [-0.7, -0.3, -0.1], [-0.3, -0.4, 0.9], [1.2, 2.4, -0.8], [-0.7, 0.8, 1.1], [0.7, -0.5, 1.9], [-0.1, 1.4, -0.9], [1.9, 5.5, -3.1], [-0.5, -3.4, 1.8], [-5.1, -0.6, 3.4], [4.2, -2.7, -1.3], [0.2, 0.8, -0.3], [-1.7, -0.2, 0.6], [0.1, -2.1, -0.1], [-2.4, 1.5, -3.4], [1.0, -0.5, 0.7], [1.1, -2.1, 4.0], [1.0, -0.7, 0.5], [-3.7, -1.5, -1.0], [0.9, 0.0, 0.7], [2.1, -2.4, 3.4], [1.9, 0.0, -1.8], [0.0, 0.0, -0.4], [-1.7, 2.1, -1.2], [0.0, 0.4, 2.4], [-0.1, -1.0, -0.4], [1.3, 0.1, 1.1], [-1.5, 0.4, 0.7], [0.3, 1.5, -1.0], [-1.6, 0.4, -0.8], [1.8, 0.2, -1.3], [-1.1, -0.6, -1.0], [-1.2, 0.5, 0.8], [1.3, 0.8, 0.9], [-1.2, 0.2, 1.0], [0.5, 0.7, -1.2], [-0.1, -1.0, 0.4], [1.4, 0.9, -0.5], [-0.5, 0.4, -1.8], [-0.9, -1.0, -0.5], [0.6, 0.4, -1.6], [0.0, -1.8, 0.8], [-1.3, 1.2, -0.5], [0.5, 1.0, 1.4], [0.9, 0.5, -0.8], [1.3, -0.8, 0.6], [0.0, -0.2, -1.6], [0.1, 1.7, 0.3], [1.0, -0.6, 0.9], [-1.0, 1.4, 0.5], [-1.2, -0.2, -1.5], [-1.8, 0.0, 0.3], [0.8, 0.2, 1.6], [0.2, -1.3, -0.7], [-0.2, 0.3, -0.6], [-1.0, -0.8, -0.2], [1.3, -1.1, -0.1], [-1.4, -0.1, -0.6], [0.2, 1.7, -0.3], [1.5, -0.4, -0.5], [-0.1, -0.3, 0.2], [0.3, -0.2, 0.0], [-0.5, 0.5, 0.3], [0.2, -0.3, 0.0], [0.0, 0.2, -0.1], [-0.1, 0.0, -0.2], [0.1, 0.1, 0.1], [0.1, 0.3, 0.2], [0.1, 0.0, 0.0], [0.0, -0.2, -0.5], [0.1, 0.2, 0.4], [-0.2, -0.3, -0.2], [-0.1, 0.1, -0.1], [0.0, -0.2, 0.0], [0.2, -0.3, -0.1], [-0.1, -0.1, 0.1], [0.1, 0.4, -0.3], [-0.1, -0.5, 0.2], [-0.1, 0.2, 0.0], [0.1, 0.1, 0.1], [-0.1, 0.0, -0.1], [-0.4, -0.1, -0.2], [0.2, 0.0, 0.0], [0.0, 0.2, 0.4], [-0.2, -0.2, -0.5], [0.2, 0.1, 0.1], [0.1, 0.2, 0.0], [0.1, -0.1, 0.1], [0.2, -0.3, -0.1], [-0.2, 0.3, 0.1], [0.2, 0.2, -0.2], [0.0, -0.6, 0.2], [-0.1, 0.2, 0.0], [0.1, 0.1, 0.1], [-0.1, 0.1, -0.1], [0.1, 0.0, -0.3], [0.0, 0.0, 0.4], [-0.4, 0.0, -0.2], [0.5, -0.1, -0.2], [-0.1, 0.0, 0.1], [-0.1, 0.2, 0.0], [-0.1, -0.1, 0.0], [-0.2, 0.3, 0.0], [0.1, -0.1, 0.0], [0.2, 0.0, -0.3], [-0.4, 0.1, 0.4], [0.1, -0.1, 0.0], [-0.1, -0.1, -0.1], [0.2, 0.0, 0.0], [-0.2, 0.3, 0.0], [-0.1, -0.2, 0.3], [0.4, 0.0, -0.5], [-0.2, 0.2, 0.3], [0.1, -0.1, 0.0], [-0.1, -0.1, -0.1], [0.2, 0.0, 0.1], [-0.3, -0.2, 0.0], [0.2, 0.1, -0.4], [0.1, 0.2, 0.5], [-0.2, -0.3, -0.2], [0.1, 0.1, 0.0], [0.0, 0.2, -0.1], [0.1, -0.1, 0.0], [-0.1, -0.2, 0.3], [0.1, 0.2, -0.2], [0.4, 0.4, 0.1], [-0.4, -0.5, 0.1], [0.1, 0.1, -0.1], [-0.1, 0.2, 0.0], [0.2, 0.0, -0.1]], "total_charge": 1, "homo_lumo_gap_ev": 6.45, "energy_ev": -135205.23376, "homo_energy_ev": -10.4}